Entry 1:
Density functional theory data (the ωB97M-V functional and the def2-TZVPD basis) for 12 unconnected molecules or ions with the total composition C69H61F11O.

Atoms and positions in Å:
F  1.300  6.166  -10.686
C  0.193  5.769  -10.023
C  0.253  4.711  -9.101
C  -0.877  4.278  -8.471
C  -2.086  4.887  -8.751
C  -2.213  5.946  -9.615
C  -1.060  6.407  -10.260
H  1.222  4.309  -8.844
H  -0.670  3.636  -7.628
H  -2.930  4.595  -8.143
H  -3.139  6.484  -9.753
H  -1.068  7.241  -10.946
F  -3.457  3.811  11.362
C  -4.091  2.706  10.819
C  -4.626  2.786  9.522
C  -5.281  1.703  8.999
C  -5.395  0.488  9.732
C  -4.859  0.426  11.003
C  -4.210  1.551  11.559
H  -4.554  3.581  8.795
H  -5.779  1.698  8.041
H  -6.004  -0.288  9.292
H  -5.041  -0.438  11.626
H  -3.760  1.481  12.538
F  -9.741  0.173  -2.800
C  -8.798  -0.575  -3.413
C  -8.957  -1.930  -3.595
C  -7.909  -2.721  -4.045
C  -6.705  -2.088  -4.371
C  -6.533  -0.724  -4.282
C  -7.578  0.068  -3.842
H  -9.877  -2.473  -3.440
H  -8.020  -3.792  -4.128
H  -5.832  -2.636  -4.694
H  -5.593  -0.330  -4.641
H  -7.578  1.140  -3.710
F  -0.720  -1.719  1.766
C  -1.211  -0.625  1.174
C  -0.770  -0.158  -0.081
C  -1.276  1.042  -0.621
C  -2.376  1.604  0.031
C  -2.743  1.239  1.286
C  -2.164  0.135  1.855
H  0.059  -0.648  -0.572
H  -0.890  1.522  -1.507
H  -2.923  2.475  -0.299
H  -3.542  1.752  1.802
H  -2.452  -0.260  2.818
F  -5.189  -7.283  -0.028
C  -4.961  -7.227  1.299
C  -5.293  -6.101  2.033
C  -4.949  -6.067  3.398
C  -4.449  -7.232  3.980
C  -4.140  -8.357  3.233
C  -4.454  -8.387  1.899
H  -5.694  -5.235  1.527
H  -5.081  -5.118  3.896
H  -4.312  -7.149  5.048
H  -3.741  -9.238  3.714
H  -4.191  -9.219  1.263
F  3.584  -8.800  2.946
C  4.879  -8.501  3.289
C  5.139  -7.237  3.706
C  6.417  -6.757  4.017
C  7.398  -7.683  4.051
C  7.127  -8.996  3.743
C  5.880  -9.403  3.291
H  4.275  -6.590  3.723
H  6.548  -5.691  4.127
H  8.377  -7.358  4.371
H  7.828  -9.814  3.823
H  5.596  -10.408  3.014
F  4.130  0.184  -6.246
C  4.503  -0.354  -7.451
C  5.754  -0.062  -7.968
C  6.173  -0.617  -9.143
C  5.347  -1.465  -9.900
C  4.042  -1.712  -9.429
C  3.625  -1.193  -8.173
H  6.437  0.585  -7.437
H  7.207  -0.646  -9.452
H  5.806  -2.074  -10.664
H  3.403  -2.357  -10.015
H  2.678  -1.342  -7.676
F  4.147  -7.073  -6.512
C  2.881  -6.862  -6.091
C  1.847  -7.214  -6.941
C  0.546  -7.113  -6.430
C  0.347  -6.662  -5.166
C  1.397  -6.308  -4.376
C  2.700  -6.457  -4.825
H  2.060  -7.491  -7.962
H  -0.327  -7.182  -7.062
H  -0.657  -6.469  -4.817
H  1.239  -6.009  -3.350
H  3.537  -6.296  -4.161
F  6.088  -1.283  0.355
C  6.788  -0.297  0.926
C  6.581  0.089  2.264
C  7.424  1.001  2.826
C  8.488  1.549  2.119
C  8.664  1.206  0.762
C  7.820  0.254  0.203
H  5.911  -0.470  2.901
H  7.262  1.268  3.860
H  9.186  2.248  2.554
H  9.607  1.561  0.375
H  7.978  -0.093  -0.807
F  -0.306  6.711  4.235
C  0.947  7.083  4.608
C  1.138  8.122  5.506
C  2.434  8.529  5.853
C  3.522  7.814  5.357
C  3.341  6.767  4.458
C  2.012  6.400  4.110
H  0.274  8.649  5.883
H  2.680  9.344  6.517
H  4.523  8.102  5.642
H  4.201  6.197  4.139
H  1.920  5.580  3.413
F  -4.753  7.663  -3.322
C  -4.146  8.867  -3.045
C  -3.768  9.190  -1.730
C  -2.897  10.315  -1.516
C  -2.549  11.087  -2.638
C  -3.004  10.759  -3.954
C  -3.776  9.645  -4.126
H  -4.132  8.581  -0.916
H  -2.691  10.611  -0.498
H  -1.932  11.948  -2.427
H  -2.955  11.425  -4.803
H  -4.172  9.416  -5.104
C  0.642  -2.663  7.950
C  1.533  -1.479  7.999
O  2.759  -1.587  7.901
C  0.835  -0.075  8.109
H  1.168  -3.591  8.174
H  0.276  -2.939  6.961
H  -0.229  -2.628  8.604
H  1.551  0.713  7.879
H  0.583  -0.041  9.169
H  0.020  0.088  7.403

Calculated values
SMILES string: Fc1ccccc1.Fc1ccccc1.Fc1ccccc1.Fc1ccccc1.Fc1ccccc1.Fc1ccccc1.Fc1ccccc1.Fc1ccccc1.Fc1ccccc1.Fc1ccccc1.Fc1ccccc1.CC(C)=O
Frontier orbital gap (eV): 9.443
LUMO level (eV): 0.25
Maximum force (eV/A): 2.824
2S+1: 1

---

Entry 2:
Density functional theory data (the ωB97M-V functional and the def2-TZVPD basis) for a molecular structure, C22H21AlBCl5F6O2P2Sb.

Atoms and positions in Å:
Al  0.000  0.000  0.000
C  0.223  3.361  2.219
P  -0.031  1.651  1.613
C  1.534  0.883  2.179
C  -1.218  0.994  2.811
C  -1.117  1.079  4.201
C  -2.116  0.530  5.007
C  -3.214  -0.103  4.425
C  -3.318  -0.193  3.035
C  -2.319  0.350  2.224
P  -2.268  0.335  0.416
C  -3.252  -1.138  -0.042
C  -3.491  1.650  0.029
H  0.543  3.396  3.264
H  -0.701  3.941  2.126
H  0.990  3.860  1.619
H  1.745  1.088  3.233
H  2.374  1.266  1.591
H  1.500  -0.202  2.044
H  -0.270  1.568  4.671
H  -2.037  0.596  6.089
H  -3.991  -0.528  5.054
H  -4.184  -0.685  2.607
H  -2.783  -2.052  0.336
H  -3.310  -1.222  -1.131
H  -4.278  -1.097  0.337
H  -4.452  1.475  0.523
H  -3.668  1.694  -1.050
H  -3.120  2.630  0.345
Cl  -0.435  -3.066  0.637
C  -1.243  -2.565  -0.803
C  -1.103  -1.228  -1.156
C  -1.717  -0.730  -2.300
Cl  -1.470  0.944  -2.634
C  -2.486  -1.573  -3.112
Cl  -3.248  -0.937  -4.539
C  -2.632  -2.930  -2.759
Cl  -3.585  -3.992  -3.759
C  -2.007  -3.429  -1.598
Cl  -2.173  -5.099  -1.144
F  1.682  0.490  0.413
Sb  3.547  1.034  0.872
F  2.847  2.674  1.771
F  3.415  0.033  2.595
F  5.413  1.578  1.331
F  4.246  -0.606  -0.028
F  3.678  2.035  -0.851
O  0.907  -2.212  -2.019
B  1.293  -1.125  -1.149
O  2.727  -0.948  -1.209
C  3.128  -1.892  -2.072
C  4.435  -2.149  -2.483
C  4.647  -3.191  -3.402
C  3.559  -3.947  -3.887
C  2.250  -3.666  -3.456
C  2.068  -2.628  -2.544
H  5.262  -1.563  -2.105
H  5.651  -3.414  -3.740
H  3.732  -4.747  -4.595
H  1.408  -4.240  -3.822
H  0.044  -1.116  1.142

Calculated values
Frontier orbital gap (spin up / spin down) (eV): 7.232 / 6.159
LUMO level (spin up / spin down) (eV): -1.31 / -2.41
Maximum force (eV/A): 15.059
2S+1: 2
Expectation value of S²: 0.758

---

Entry 3:
Density functional theory data (the ωB97M-V functional and the def2-TZVPD basis) for a molecular structure, C3H6N2O.

Atoms and positions in Å:
C  -1.115  1.093  -0.457
N  1.945  -0.532  0.159
C  0.647  -0.509  -0.147
C  -0.351  0.238  0.511
N  -1.811  -0.341  0.684
O  -2.095  -1.344  0.040
H  2.325  0.079  0.865
H  2.597  -1.096  -0.361
H  -1.348  0.671  -1.423
H  -1.055  2.169  -0.361
H  0.323  -1.187  -0.930
H  -0.061  0.758  1.421

Calculated values
Frontier orbital gap (spin up / spin down) (eV): 6.960 / 6.962
LUMO level (spin up / spin down) (eV): 0.04 / 0.04
Maximum force (eV/A): 0.475
2S+1: 1
Energy relative to the best compared isomer or geometry (same formula, charge and spin) (kJ/mol): 620.1